1.
A cluster of 2 separate species, C3H4INO in total in a non-equilibrium geometry, computed with ωB97M-V/def2-TZVPD.

Kohn-Sham gap ... 8.76 eV
SMILES string ... C=C=O.C=NI
Total energy ... -14810.9375 eV
M ... 197.0 g/mol
ΔE to the lowest compared entry with this formula, charge and spin ... 238.9 kJ/mol
Multiplicity ... 1
LUMO energy ... 0.0013 hartree

Each line ends with the Löwdin charge.
Cartesian coordinates (Å):
I1 -2.305 -1.250 1.468  0.704
O1 1.567 -0.620 -1.448  0.143
N1 -0.417 -0.815 0.839  -0.556
C1 -0.751 -0.262 -1.996  -0.027
C2 0.594 -1.386 1.295  -0.204
C3 0.413 -0.519 -1.583  -0.360
H1 0.630 -1.869 2.244  0.052
H2 1.511 -1.021 0.809  0.072
H3 -1.183 0.772 -1.823  0.109
H4 -1.298 -1.055 -2.470  0.067

***

2.
The molecule C10H14ClNO3S in a non-equilibrium geometry, computed with ωB97M-V/def2-TZVPD.

Kohn-Sham gap ... 9.14 eV
SMILES string ... COC(=O)CCCCCn1sc(Cl)cc1=O
Total energy ... -41586.8272 eV
M ... 263.7 g/mol
ΔE to the lowest compared entry with this formula, charge and spin ... 149.4 kJ/mol
Multiplicity ... 1
LUMO energy ... 0.0121 hartree

Each line ends with the Löwdin charge.
Cartesian coordinates (Å):
Cl1 -4.471 3.225 0.330  0.600
S1 -2.659 1.260 -1.234  1.005
O1 -1.548 -0.726 1.700  0.065
O2 2.735 2.062 2.049  -0.042
O3 4.237 0.487 1.201  0.062
N1 -1.916 -0.033 -0.416  -0.348
C1 3.160 0.804 1.733  -0.452
C2 2.148 -0.346 1.965  -0.098
C3 0.338 -0.357 -1.452  -0.183
C4 1.165 0.156 -0.281  -0.217
C5 -2.957 1.114 1.389  -0.066
C6 -2.072 0.062 0.954  -0.566
C7 -3.329 1.862 0.303  -0.895
C8 1.607 -0.954 0.652  -0.193
C9 3.681 3.132 1.707  -0.033
C10 -1.067 -0.965 -1.097  -0.194
H1 1.272 0.110 2.513  0.126
H2 -0.889 -1.854 -0.520  0.111
H3 4.721 2.847 1.894  0.087
H4 2.520 -1.129 2.614  0.114
H5 2.027 0.666 -0.704  0.119
H6 2.434 -1.539 0.217  0.124
H7 -3.280 1.225 2.401  0.120
H8 0.541 0.882 0.239  0.115
H9 0.969 -1.094 -2.006  0.125
H10 3.585 3.468 0.680  0.088
H11 -1.568 -1.276 -2.047  0.127
H12 3.500 3.985 2.379  0.091
H13 0.783 -1.654 0.897  0.109
H14 0.208 0.455 -2.186  0.099

***

3.
A structure of composition C14H67FI2NO23 in a non-equilibrium geometry, computed with ωB97M-V/def2-TZVPD.

Kohn-Sham gap (alpha / beta) ... 7.88 / 8.90 eV
Total energy ... -83104.3900 eV
M ... 890.5 g/mol
Multiplicity ... 2
LUMO energy (alpha / beta) ... -0.0143 / -0.0143 hartree

Each line ends with the Löwdin charge.
Cartesian coordinates (Å):
I1 3.669 -2.538 1.439  1.038
I2 4.800 0.108 -0.621  1.053
F1 4.077 2.856 0.348  -0.063
O1 4.234 -1.115 4.631  -0.095
O2 -3.207 -2.415 3.672  -0.047
O3 0.735 0.837 -6.651  -0.054
O4 -0.582 3.979 0.332  -0.019
O5 -8.229 -3.017 -6.988  -0.052
O6 1.622 -4.757 4.091  -0.069
O7 -2.754 -2.858 -7.680  -0.059
O8 3.166 -0.731 -6.578  -0.043
O9 -5.959 -5.118 -5.093  -0.074
O10 1.597 -0.520 5.931  -0.054
O11 -3.155 -0.392 -4.772  -0.051
O12 4.653 7.129 -0.976  -0.058
O13 -3.593 -1.520 0.715  -0.050
O14 2.446 1.967 4.822  -0.055
O15 -0.123 -3.336 6.154  -0.048
O16 -7.674 -1.099 -4.553  -0.050
O17 -0.312 0.230 -4.038  -0.063
O18 -1.521 0.680 5.682  -0.053
O19 6.496 -2.519 -2.590  -0.088
O20 4.214 3.844 6.154  -0.057
O21 -6.340 -2.401 2.156  -0.050
O22 6.649 -5.063 1.973  -0.065
O23 -5.293 -2.401 -5.600  -0.064
N1 -0.528 2.761 0.695  -0.092
C1 -0.461 1.758 -0.417  -0.401
C2 2.972 2.573 -0.425  -0.454
C3 1.251 -0.874 1.821  -0.133
C4 2.555 -0.786 1.118  -0.782
C5 0.322 3.823 2.700  -0.034
C6 -0.406 1.588 2.929  -0.042
C7 0.957 1.217 -0.715  -0.034
C8 2.114 1.526 0.275  -0.355
C9 0.270 2.507 1.929  -0.412
C10 -1.506 0.617 -0.217  -0.014
C11 2.283 3.885 -0.666  0.016
C12 -0.936 2.442 -1.690  -0.045
C13 2.949 0.239 0.413  -0.623
C14 1.752 2.097 1.652  -0.045
H1 -0.668 4.213 2.842  0.092
H2 -2.224 1.336 5.748  0.046
H3 -5.745 -4.207 -5.357  -0.024
H4 3.909 -1.647 3.891  -0.098
H5 -3.378 -3.060 -6.973  0.003
H6 1.243 1.536 -1.697  0.112
H7 -3.118 -3.302 -8.452  0.032
H8 2.327 -4.421 3.530  -0.031
H9 1.489 0.287 -6.917  0.012
H10 -4.222 -1.803 1.393  0.000
H11 -8.151 -1.572 -3.864  0.055
H12 4.912 6.232 -0.742  0.022
H13 -1.891 2.914 -1.564  0.095
H14 -3.093 -2.043 2.797  -0.010
H15 3.416 -0.633 -5.652  0.055
H16 -6.678 -2.088 3.001  0.046
H17 2.359 2.955 1.850  0.109
H18 -1.064 -0.362 -0.196  0.072
H19 -0.809 1.031 6.231  0.039
H20 0.963 1.723 -6.946  0.053
H21 1.357 -0.465 2.807  0.066
H22 -5.221 -5.648 -5.406  0.030
H23 -1.062 1.633 -2.386  0.048
H24 5.934 -4.420 1.930  -0.048
H25 -2.575 0.209 -4.289  0.018
H26 1.634 3.858 -1.519  0.080
H27 3.981 -0.977 -7.025  0.054
H28 -1.120 2.176 3.471  0.076
H29 0.306 1.221 3.635  0.047
H30 0.987 -1.907 1.958  0.058
H31 0.986 4.535 2.250  0.077
H32 -4.628 -2.022 -5.010  0.033
H33 -0.453 -2.825 6.899  0.044
H34 0.873 0.154 -0.793  0.109
H35 -2.689 -1.846 4.253  0.027
H36 6.803 -3.405 -2.370  0.035
H37 0.064 -4.209 6.516  0.050
H38 0.702 3.574 3.676  0.074
H39 3.262 2.220 -1.395  0.081
H40 3.077 4.567 -0.914  0.078
H41 -6.057 -3.304 2.337  0.046
H42 3.526 3.415 6.674  0.033
H43 2.037 1.393 2.396  0.077
H44 0.827 -0.902 5.494  0.024
H45 4.791 3.123 5.883  0.038
H46 0.229 0.296 -4.843  0.008
H47 0.514 -0.344 1.262  0.053
H48 -0.658 -0.670 -4.062  0.043
H49 -6.028 -1.770 -5.572  0.022
H50 7.306 -4.652 2.543  0.039
H51 3.569 -1.228 5.323  0.010
H52 4.362 7.518 -0.146  0.035
H53 -3.931 -1.926 -0.090  0.053
H54 1.815 4.281 0.214  0.070
H55 2.636 2.882 4.583  0.049
H56 6.205 -2.150 -1.749  -0.065
H57 -0.194 3.095 -2.110  0.070
H58 -2.171 0.620 -1.056  0.070
H59 -0.895 0.736 2.499  0.070
H60 -3.079 -0.103 -5.689  0.055
H61 -2.124 0.810 0.637  0.070
H62 3.152 1.459 4.395  0.058
H63 -8.295 -1.064 -5.291  0.041
H64 -7.623 -3.062 -7.734  0.043
H65 -7.786 -3.525 -6.297  0.018
H66 1.756 0.325 5.482  -0.011
H67 1.119 -3.972 4.343  0.002

***

4.
A cluster of 2 separate species, C4H11N3O2 in total in a non-equilibrium geometry, computed with ωB97M-V/def2-TZVPD.

Kohn-Sham gap ... 9.81 eV
SMILES string ... [H]/N=C(/N)NC.CC(=O)O
Total energy ... -12889.7749 eV
M ... 133.2 g/mol
ΔE to the lowest compared entry with this formula, charge and spin ... 294.8 kJ/mol
Multiplicity ... 1
LUMO energy ... 0.0232 hartree

Each line ends with the Löwdin charge.
Cartesian coordinates (Å):
O1 1.444 -2.394 3.078  0.043
O2 0.940 -1.238 4.987  0.052
N1 -0.594 -1.298 -1.535  0.076
N2 0.991 0.317 -1.857  0.110
N3 -1.191 1.052 -1.664  -0.042
C1 -0.204 0.118 -1.727  -0.645
C2 -1.138 2.148 -2.619  -0.114
C3 1.009 -1.277 3.738  -0.499
C4 0.671 -0.270 2.678  -0.004
H1 1.611 -3.318 3.403  0.148
H2 -2.085 2.484 -3.117  0.096
H3 0.119 0.633 3.112  0.117
H4 -1.166 -1.509 -2.320  0.047
H5 1.595 0.167 2.388  0.074
H6 -0.017 -2.044 -1.131  0.085
H7 -0.608 1.833 -3.587  0.113
H8 -0.676 2.894 -2.153  0.019
H9 -2.185 0.634 -1.430  0.175
H10 1.153 1.388 -1.910  0.085
H11 0.331 -0.320 1.668  0.064

***

5.
A cluster of 5 separate species, C38H82N4O5S in total in a non-equilibrium geometry, computed with ωB97M-V/def2-TZVPD.

Kohn-Sham gap ... 8.57 eV
Total energy ... -67756.7120 eV
M ... 707.2 g/mol
ΔE to the lowest compared entry with this formula, charge and spin ... 769.5 kJ/mol
Multiplicity ... 1
LUMO energy ... 0.0270 hartree

Each line ends with the Löwdin charge.
Cartesian coordinates (Å):
S1 1.929 0.381 -1.079  0.853
O1 -5.198 -8.718 -1.468  -0.009
O2 3.033 0.717 -0.034  -0.594
O3 10.903 -7.325 0.871  -0.019
O4 -6.016 10.301 -5.741  0.003
O5 1.496 7.981 7.222  -0.021
N1 9.646 -7.840 0.560  -0.142
N2 -5.017 -10.106 -1.181  -0.096
N3 2.085 8.563 6.079  -0.132
N4 -6.430 10.459 -4.503  -0.184
C1 4.493 8.600 6.687  -0.021
C2 -6.260 -10.849 -0.577  -0.436
C3 -6.928 -9.930 0.526  -0.020
C4 9.684 -7.372 -1.975  -0.015
C5 8.469 -5.622 0.440  -0.014
C6 3.405 6.362 5.602  -0.019
C7 -5.682 11.565 -3.755  -0.463
C8 1.431 -1.349 -0.633  -0.264
C9 10.768 -9.458 -0.858  -0.043
C10 -3.632 -12.129 -1.303  -0.120
C11 -7.489 9.519 -2.353  -0.093
C12 0.290 1.268 -0.619  -0.246
C13 2.711 8.761 3.118  -0.194
C14 -4.198 11.408 -3.875  -0.047
C15 -8.068 8.611 -4.635  -0.046
C16 -7.293 -11.255 -1.654  -0.042
C17 -6.886 9.241 -3.841  -0.451
C18 9.617 -8.404 -0.790  -0.502
C19 1.042 8.837 5.097  -0.431
C20 -2.870 -10.014 -2.389  -0.061
C21 -5.678 8.295 -3.785  -0.045
C22 8.446 -7.033 1.115  -0.450
C23 7.252 -7.886 0.892  -0.128
C24 1.523 9.518 3.690  -0.134
C25 8.312 -9.217 -0.978  -0.160
C26 -4.138 -10.858 -2.082  -0.478
C27 -6.505 10.397 -1.514  -0.184
C28 -4.821 -12.947 -0.703  -0.195
C29 -6.019 12.932 -4.401  -0.048
C30 -4.726 -11.321 -3.473  -0.036
C31 3.739 8.625 4.267  -0.144
C32 0.292 7.456 4.718  -0.019
C33 8.611 -6.745 2.690  -0.032
C34 3.383 7.952 5.630  -0.395
C35 -6.127 11.664 -2.269  -0.145
C36 7.005 -8.505 -0.616  -0.127
C37 -5.743 -12.111 0.041  -0.198
C38 0.051 9.872 5.652  -0.059
H1 -2.929 -11.727 -0.573  0.113
H2 -3.738 11.996 -3.081  0.083
H3 -4.277 -13.819 -0.340  0.118
H4 -6.183 -9.260 0.955  0.079
H5 8.421 -10.073 -0.312  0.119
H6 0.777 9.292 2.928  0.108
H7 8.702 -7.110 -2.369  0.070
H8 -5.139 -12.329 -3.503  0.068
H9 4.399 5.927 5.708  0.071
H10 2.163 -2.116 -0.381  0.056
H11 -7.109 10.599 -0.629  0.107
H12 -6.030 7.274 -3.636  0.071
H13 -3.888 -11.418 -4.162  0.074
H14 -6.953 -11.820 -2.522  0.061
H15 1.931 8.409 7.963  0.097
H16 -3.009 -12.757 -1.939  0.114
H17 -6.635 -12.734 0.105  0.129
H18 -5.756 12.953 -5.458  0.069
H19 -7.557 -9.201 0.016  0.069
H20 11.235 -8.101 1.329  0.100
H21 -7.979 8.539 -5.718  0.072
H22 8.583 -7.758 3.091  0.067
H23 11.795 -9.098 -0.801  0.074
H24 -7.555 -10.386 1.292  0.083
H25 -5.526 9.990 -1.261  0.100
H26 10.838 -10.202 -0.065  0.083
H27 0.725 -1.197 0.183  0.033
H28 10.697 -9.914 -1.846  0.079
H29 -2.062 -10.623 -2.794  0.075
H30 4.172 8.325 7.692  0.053
H31 -0.444 9.580 6.579  0.074
H32 8.136 -4.861 1.146  0.079
H33 1.800 10.572 3.659  0.113
H34 -8.059 8.701 -1.912  0.113
H35 0.020 6.867 5.594  0.070
H36 -5.386 -10.559 -3.886  0.078
H37 6.701 -7.701 -1.287  0.089
H38 -0.053 1.186 0.412  0.045
H39 10.038 -7.953 -2.827  0.078
H40 -5.381 12.178 -1.663  0.115
H41 7.689 -5.720 -0.315  0.069
H42 2.305 7.798 2.807  0.097
H43 -7.438 -10.327 -2.207  0.071
H44 7.239 -8.795 1.493  0.111
H45 0.550 10.827 5.812  0.079
H46 9.431 -6.131 3.062  0.079
H47 7.686 -6.407 3.156  0.073
H48 -6.981 12.336 -2.189  0.109
H49 6.355 -7.337 1.178  0.115
H50 2.896 5.942 6.470  0.068
H51 5.524 8.251 6.623  0.071
H52 -8.944 9.241 -4.483  0.074
H53 6.229 -9.270 -0.651  0.099
H54 0.773 -1.720 -1.420  0.039
H55 -5.004 8.208 -4.636  0.086
H56 -8.323 10.210 -2.472  0.101
H57 -5.133 8.328 -2.842  0.069
H58 -5.213 -11.851 0.957  0.132
H59 -5.318 13.690 -4.052  0.088
H60 -0.650 7.640 4.200  0.074
H61 -5.459 -8.738 -2.392  0.079
H62 -0.633 1.017 -1.143  0.044
H63 -7.075 13.195 -4.458  0.085
H64 9.431 -5.492 -0.055  0.065
H65 2.926 5.983 4.699  0.063
H66 -6.678 10.806 -6.219  0.117
H67 -8.329 -11.370 -1.335  0.090
H68 0.520 2.325 -0.750  0.034
H69 0.907 6.745 4.168  0.054
H70 -3.830 11.646 -4.872  0.090
H71 4.344 9.679 6.673  0.069
H72 10.183 -6.473 -1.612  0.072
H73 4.129 9.609 4.528  0.102
H74 -2.321 -9.541 -1.575  0.085
H75 -5.388 -13.306 -1.563  0.098
H76 8.443 -9.352 -2.051  0.112
H77 -8.387 7.596 -4.398  0.077
H78 -2.883 -9.294 -3.208  0.076
H79 -0.784 10.133 5.002  0.079
H80 4.652 8.206 3.843  0.114
H81 3.068 9.333 2.261  0.111
H82 -3.891 10.417 -3.539  0.079

***

6.
A cluster of 2 separate species, C4H12NO2 in total in a non-equilibrium geometry, computed with ωB97M-V/def2-TZVPD.

Charge ... -1
Kohn-Sham gap ... 7.02 eV
Total energy ... -9926.9979 eV
M ... 106.1 g/mol
ΔE to the lowest compared entry with this formula, charge and spin ... 118.3 kJ/mol
Multiplicity ... 1
LUMO energy ... 0.1484 hartree

Each line ends with the Löwdin charge.
Cartesian coordinates (Å):
O1 -0.956 0.562 1.664  -0.313
O2 0.345 2.138 -2.038  -0.108
N1 -0.084 -1.597 0.398  -0.104
C1 1.956 -0.119 0.519  -0.121
C2 -1.443 0.498 0.444  -0.521
C3 -1.269 -0.966 -0.202  -0.226
C4 1.152 -1.157 -0.248  -0.313
H1 0.999 -0.886 -1.294  0.094
H2 1.158 2.056 -1.484  0.036
H3 2.977 -0.061 0.123  0.056
H4 -0.137 -1.146 1.316  0.059
H5 1.493 0.869 0.534  0.051
H6 1.803 -2.045 -0.296  0.083
H7 -1.167 -0.872 -1.285  0.083
H8 -2.125 -1.591 0.018  0.075
H9 -0.368 2.038 -1.391  -0.019
H10 -2.552 0.711 0.207  0.079
H11 2.126 -0.387 1.566  0.070
H12 -1.008 1.309 -0.214  0.042